{"formula": "C4H9N3", "method": "ωB97M-V with the def2-TZVPD basis set", "energy_ev": -8743.153, "smiles": "C=[NH+]C[N+](C)=C=N", "charge": 2, "de_lowest_kcal_mol": 59.9, "homo_energy_ev": -19.8, "e_lumo_ev": -9.72, "elements": ["C", "C", "C", "C", "N", "N", "N", "H", "H", "H", "H", "H", "H", "H", "H", "H"], "positions_angstrom": [[0.77335, 1.38938, 0.06171], [-0.27351, -0.65825, 0.57114], [2.02856, -0.49475, -0.35999], [-2.15275, 0.14455, -0.53655], [0.29726, 2.45493, -0.13231], [0.80966, 0.10989, 0.08596], [-1.43279, 0.19942, 0.49042], [-0.50270, -1.56554, 0.00163], [-0.18642, -0.93747, 1.65499], [1.93552, -1.36364, -0.85441], [2.71770, 0.12300, -0.98236], [2.49171, -0.72097, 0.61530], [-1.85823, -0.43555, -1.51747], [-3.13035, 0.60142, -0.54634], [0.43176, 3.51196, -0.02616], [-1.71287, 0.75076, 1.30482]], "atomic_forces_ev_per_a": [[-2.397, 1.549, -0.508], [-0.910, -0.681, 2.442], [3.327, 1.597, 2.526], [-1.238, -0.965, -3.076], [2.021, 0.971, 0.186], [0.995, 1.466, -1.481], [-0.585, -0.441, 0.541], [0.688, 0.233, -0.140], [0.298, 0.043, -0.894], [-1.125, -3.100, -1.827], [-0.887, 0.123, 0.676], [0.789, -0.177, -0.738], [-0.351, 0.966, 2.229], [-0.108, 0.512, -0.022], [-0.336, -1.913, 0.125], [-0.181, -0.185, -0.038]]}



{"formula": "C35H38F3HgO23S5", "method": "ωB97M-V with the def2-TZVPD basis set", "s2": 0.7914, "energy_ev": -150490.061, "multiplicity": 2, "charge": -4, "homo_energy_ev": 3.3, "e_lumo_ev": 5.86, "elements": ["Hg", "C", "C", "C", "O", "C", "C", "C", "O", "O", "O", "H", "H", "C", "C", "C", "O", "C", "C", "C", "O", "O", "O", "H", "H", "C", "C", "C", "O", "C", "C", "C", "O", "O", "O", "H", "H", "C", "F", "F", "F", "S", "O", "O", "O", "C", "C", "C", "S", "O", "O", "C", "H", "H", "H", "H", "H", "H", "H", "H", "C", "C", "C", "S", "O", "O", "C", "H", "H", "H", "H", "H", "H", "H", "H", "C", "C", "C", "S", "O", "O", "C", "H", "H", "H", "H", "H", "H", "H", "H", "C", "C", "C", "S", "O", "O", "C", "H", "H", "H", "H", "H", "H", "H", "H"], "positions_angstrom": [[-0.02232, 0.31448, -0.43297], [-1.68536, -2.38886, 2.36805], [-2.42641, -1.46949, 1.77659], [-3.94281, -1.30914, 2.12811], [-4.65788, -0.46355, 1.49858], [-4.58491, -2.10958, 2.99231], [-3.82503, -3.08658, 3.65803], [-2.28179, -3.27764, 3.30554], [-1.79190, -4.17511, 3.97516], [-4.33434, -3.90400, 4.42711], [-1.74877, -0.67873, 1.00997], [-0.65428, -2.61831, 2.14304], [-5.64771, -2.03245, 3.16812], [-3.04131, 4.35548, -3.33430], [-1.87414, 4.80070, -3.92565], [-0.49409, 4.37400, -3.33568], [0.67597, 4.73030, -3.77024], [-0.41790, 3.52253, -2.29740], [-1.66168, 2.83730, -1.83759], [-3.07537, 3.35378, -2.26426], [-4.07803, 2.87194, -1.63545], [-1.59717, 1.92309, -0.97458], [-2.05536, 5.44040, -5.07004], [-3.97595, 4.61243, -3.81055], [0.40571, 3.20749, -1.67385], [-2.46436, 2.73710, 4.25772], [-1.51355, 3.33520, 5.03822], [-0.13574, 3.47617, 4.60675], [0.79046, 3.97029, 5.42865], [0.40283, 3.07930, 3.39748], [-0.53715, 2.41515, 2.50982], [-2.07286, 2.29686, 2.89931], [-2.93706, 1.84665, 2.15812], [-0.19996, 2.03203, 1.38423], [-1.94391, 3.81637, 6.18840], [-3.51237, 2.63956, 4.49970], [1.37484, 3.30107, 2.98224], [0.76238, 0.06143, -5.07698], [1.50732, 0.07014, -6.17624], [-0.22256, 0.90464, -5.37980], [0.34102, -1.18447, -4.73698], [1.74993, 0.82531, -3.61743], [2.94666, 0.08947, -3.44199], [2.04496, 2.22778, -3.94053], [0.79291, 0.60952, -2.52561], [3.19078, -4.03378, -1.98466], [2.57117, -5.02866, -0.92853], [1.21146, -4.61676, -0.42421], [0.73385, -3.08669, -1.50710], [1.00582, -1.82104, -0.78398], [-0.50070, -3.33252, -2.18163], [1.94077, -3.45008, -2.79919], [3.95984, -4.48754, -2.60976], [3.71064, -3.26546, -1.41236], [3.18369, -5.13941, -0.03374], [2.59546, -6.03002, -1.35841], [1.13614, -4.36106, 0.63269], [0.48371, -5.40732, -0.60725], [2.09006, -2.53065, -3.36527], [1.40776, -4.20691, -3.37470], [1.67018, -1.84626, 4.82345], [2.35563, -2.69435, 3.72378], [3.10550, -1.69592, 2.79795], [2.19088, -0.19190, 2.66071], [1.36982, -0.12206, 1.43401], [3.06071, 0.91703, 3.02205], [1.07526, -0.63840, 4.13887], [2.33761, -1.57673, 5.64197], [0.80222, -2.40951, 5.16623], [1.58931, -3.40508, 3.41440], [3.14301, -3.34659, 4.10157], [3.48055, -2.05912, 1.84112], [4.02026, -1.49652, 3.35613], [0.07418, -0.81656, 3.74619], [0.93181, 0.33582, 4.60621], [3.47481, 4.42797, 1.68307], [4.79286, 3.84656, 1.04833], [4.47940, 2.53746, 0.24643], [2.84230, 2.87172, -0.54253], [2.02213, 1.63888, -0.39289], [3.06282, 3.47082, -1.87774], [2.39105, 4.30352, 0.59766], [3.60494, 5.35803, 2.23639], [3.14445, 3.75014, 2.47016], [5.54395, 3.85528, 1.83820], [5.26178, 4.55068, 0.36099], [4.22369, 1.74978, 0.95514], [5.28600, 2.22319, -0.41593], [1.47176, 4.10553, 1.14884], [2.12395, 5.14508, -0.04150], [-4.05791, -3.13166, -3.48818], [-3.18116, -2.40517, -4.60442], [-3.20937, -0.90066, -4.16244], [-3.05102, -0.95306, -2.29783], [-3.91862, 0.05419, -1.68568], [-1.60102, -0.83559, -1.95024], [-3.82626, -2.63709, -2.11805], [-3.88175, -4.20223, -3.59286], [-5.11106, -2.91431, -3.66630], [-3.69909, -2.49935, -5.55887], [-2.13617, -2.68620, -4.73532], [-4.18600, -0.46654, -4.37656], [-2.40322, -0.20805, -4.40434], [-4.69790, -2.49422, -1.47936], [-3.07340, -3.09066, -1.47340]], "atomic_forces_ev_per_a": [[-1.866, 0.561, 1.856], [0.692, -4.665, 2.926], [0.913, 3.751, -2.048], [-1.404, 3.790, -3.891], [1.772, -0.818, 0.007], [1.092, -2.542, 2.356], [-0.725, 0.149, -0.897], [-1.958, 0.870, 0.637], [1.891, -0.958, 0.066], [-0.087, -0.951, 1.040], [-1.854, 0.052, -0.504], [0.377, 0.451, -0.313], [0.002, 0.143, -0.021], [-0.144, -1.962, 2.189], [-0.966, 0.980, -3.962], [3.264, 2.841, -2.978], [-3.063, 0.296, 0.038], [-2.909, -3.045, 3.043], [0.047, -1.152, 2.135], [-1.944, -0.548, 1.398], [2.990, 1.875, -2.478], [-0.355, 1.941, -2.454], [2.051, -1.038, 2.947], [-0.033, 0.165, 0.050], [0.505, 0.423, -0.674], [1.884, -0.768, -2.931], [-4.292, 0.979, 3.569], [6.431, 2.035, 2.906], [-2.776, -0.669, -1.113], [-3.450, -1.758, -2.473], [0.176, 1.092, 0.429], [-1.337, -0.147, 1.996], [1.296, 0.359, -0.630], [0.432, -0.333, -1.179], [1.834, -0.294, -1.224], [0.101, 0.100, 0.263], [0.054, -0.118, 0.716], [1.231, 1.794, 1.773], [0.621, -1.244, -0.629], [-1.089, -0.721, 0.423], [-0.080, 0.775, -0.981], [-0.848, 3.278, 0.642], [1.739, -2.431, -0.356], [-1.480, -2.291, -0.564], [-0.056, 0.087, -1.645], [-1.479, 0.368, 0.228], [1.302, -0.219, -0.101], [-0.984, 1.108, -0.907], [0.843, 0.384, 1.118], [0.075, -3.000, -1.228], [-1.043, -0.194, 0.215], [1.579, -0.144, 1.716], [-0.297, -0.238, -0.106], [-0.276, 0.465, -0.293], [0.547, 0.269, -0.171], [-0.509, -0.070, -0.166], [0.189, 0.318, -0.164], [-0.298, 0.405, -0.194], [0.239, -0.025, 0.076], [0.305, -0.029, -0.090], [-0.269, 0.096, -0.235], [0.265, 0.152, 0.380], [0.664, -1.555, -0.039], [-3.205, 0.630, 0.387], [2.350, -0.993, 2.362], [0.073, -0.577, -0.586], [0.090, 1.513, -1.710], [0.026, -0.043, 0.013], [0.247, -0.113, 0.498], [-0.040, 0.470, -1.187], [0.037, -0.006, 0.455], [-0.567, -0.056, -0.250], [-0.047, 0.593, 0.061], [0.087, -0.442, -0.522], [0.515, -0.091, 0.683], [0.628, -1.580, -1.145], [-0.235, 0.777, -0.049], [-0.574, 0.795, 1.717], [0.282, 0.153, -0.936], [2.078, 2.894, -0.304], [-0.245, -0.896, 2.455], [-0.945, -0.248, 0.577], [-0.069, 0.382, -0.731], [0.271, -0.261, 0.037], [0.089, -1.121, 0.155], [-0.423, 0.334, -0.415], [0.141, -0.165, 0.016], [-0.470, 0.150, -0.326], [-0.306, -0.641, -0.406], [0.735, -0.001, -0.241], [0.558, -0.502, -1.560], [-0.632, 1.809, 1.004], [0.187, -0.850, 1.068], [-0.178, 2.899, 1.295], [0.943, -1.844, -1.341], [-2.652, -1.228, -1.412], [1.915, 1.426, 1.901], [-0.214, -0.123, 0.161], [-0.019, -0.166, -0.615], [0.087, -0.116, -0.072], [-0.151, -0.564, 0.426], [0.075, 0.157, 0.198], [0.002, -0.329, -0.538], [-0.041, 0.228, -0.270], [0.067, -0.677, -0.350]]}



{"formula": "C26H58F4N7O4P", "method": "ωB97M-V with the def2-TZVPD basis set", "energy_ev": -66669.494, "homo_energy_ev": -6.2, "e_lumo_ev": -0.93, "elements": ["C", "C", "O", "C", "C", "O", "C", "P", "C", "C", "N", "C", "C", "C", "C", "N", "C", "N", "N", "C", "N", "C", "C", "O", "N", "O", "C", "F", "F", "C", "F", "F", "H", "H", "H", "H", "H", "H", "H", "H", "H", "H", "H", "H", "H", "H", "H", "H", "H", "H", "H", "H", "H", "H", "H", "H", "H", "H", "H", "H", "H", "H", "H", "H", "H", "H", "H", "H", "H", "H", "C", "C", "C", "N", "C", "C", "C", "C", "C", "C", "H", "H", "H", "H", "H", "H", "H", "H", "H", "H", "H", "H", "H", "H", "H", "H", "H", "H", "H", "H"], "positions_angstrom": [[5.64360, -0.77506, 0.33583], [4.83031, -0.51180, -1.00948], [4.76219, -1.69115, -1.82021], [3.67583, -2.53583, -1.38049], [2.28638, -2.07877, -2.00327], [1.43234, -1.40152, -1.09565], [0.98003, -2.25321, 0.00100], [-0.85248, -2.22936, 0.53849], [-1.16836, -0.42030, -0.08553], [-0.08400, 0.68225, 0.11548], [0.26143, 1.31871, -1.22493], [-0.60128, -4.02906, 1.18768], [0.73362, -4.42804, 1.93511], [1.83208, -5.26859, 1.19647], [1.41669, -6.23355, 0.04515], [2.38028, -7.36722, -0.22725], [3.76668, -6.94563, -0.07625], [4.48049, -6.30643, -0.93755], [4.40851, -7.31382, 1.17356], [-1.28502, -2.71877, -1.27807], [-1.16062, -4.10197, -1.75990], [-2.20143, -4.49123, -2.73748], [-2.73695, -2.54151, 0.88573], [-3.31319, -3.77623, 0.34075], [-4.66300, -3.49913, 0.21694], [-4.99957, -3.52814, -0.91644], [-0.57731, -1.49453, 2.31115], [-0.79216, -2.41320, 3.38693], [0.73319, -1.03333, 2.61392], [-1.43388, -0.30024, 2.88377], [-1.23984, -0.25107, 4.29472], [-2.79626, -0.27700, 2.74404], [5.44951, 0.07352, 1.04480], [6.72427, -0.91652, 0.08525], [5.30871, -1.71970, 0.85128], [3.83257, -0.03185, -0.82413], [5.44370, 0.23656, -1.58598], [3.67334, -2.54516, -0.25986], [3.91217, -3.56912, -1.74294], [1.79275, -2.93532, -2.54927], [2.55609, -1.32749, -2.80595], [1.09491, -3.27420, -0.50213], [1.79003, -2.21841, 0.76440], [-1.42381, -0.36931, -1.18554], [-2.13688, 0.02009, 0.32540], [-0.47014, 1.57011, 0.71314], [0.89734, 0.40426, 0.56527], [1.23344, 1.08080, -1.44963], [0.28707, 2.33383, -1.08196], [-0.76864, -4.85506, 0.46016], [-1.42244, -4.27299, 1.93407], [0.44248, -5.06436, 2.83108], [1.26858, -3.56427, 2.43331], [2.37600, -5.87644, 1.98284], [2.62542, -4.56533, 0.79679], [0.36760, -6.61679, 0.17063], [1.39951, -5.63213, -0.92050], [2.27643, -7.51692, -1.23819], [3.87924, -6.15264, -1.75808], [4.47974, -6.50801, 1.79706], [3.82325, -7.98461, 1.67860], [-2.32939, -2.35267, -1.53709], [-0.68357, -2.15819, -2.07635], [-0.23933, -4.37712, -2.08608], [-2.60308, -3.61277, -3.32047], [-1.76815, -5.27673, -3.41655], [-3.09385, -4.96981, -2.24177], [-2.90676, -2.63347, 2.00842], [-3.41594, -1.71265, 0.55190], [-1.06268, 0.72962, 2.62147], [-2.11727, 9.78504, -0.26119], [-0.85645, 9.01072, 0.12566], [-0.67737, 7.67096, -0.58859], [-1.37008, 6.45961, 0.04501], [-1.17447, 5.30755, -0.94669], [-1.98624, 4.07541, -0.59644], [-3.45980, 4.41053, -0.45876], [-3.64856, 5.48745, 0.59409], [-2.84561, 6.73650, 0.26539], [-0.68722, 6.12377, 1.34680], [-3.00571, 9.43084, 0.26008], [-1.99982, 10.83802, 0.00131], [-2.30756, 9.72967, -1.33512], [-0.79114, 8.91548, 1.21135], [-0.00699, 9.63174, -0.17277], [0.38363, 7.41304, -0.62006], [-1.03470, 7.74256, -1.61721], [-1.47808, 5.67859, -1.92805], [-0.10633, 5.08306, -0.97401], [-1.85623, 3.32856, -1.38397], [-1.61664, 3.61566, 0.32475], [-4.02526, 3.51729, -0.18648], [-3.85567, 4.75683, -1.41991], [-3.36891, 5.10106, 1.57888], [-4.70582, 5.75459, 0.65906], [-2.92414, 7.44442, 1.08977], [-3.22359, 7.19107, -0.65258], [-0.82459, 6.95018, 2.04056], [0.37146, 5.96322, 1.14801], [-1.12873, 5.22253, 1.76341]], "atomic_forces_ev_per_a": [[-0.846, -0.280, -0.354], [1.332, 0.472, 0.403], [-0.848, 0.353, 0.749], [-0.193, -0.379, -0.430], [1.042, 0.608, -0.323], [-0.113, 0.141, -0.033], [2.041, -1.187, -1.201], [-0.725, -1.482, -3.016], [-1.020, 1.900, -0.130], [0.309, 1.311, -0.654], [0.420, 0.473, 0.506], [0.228, -1.627, 1.530], [0.033, -0.450, 1.301], [1.107, 0.026, 0.128], [-0.459, 1.017, -0.689], [0.630, 0.577, -0.338], [0.962, 0.354, 0.590], [-1.322, -0.972, 0.389], [-1.386, 0.170, -0.363], [0.354, 0.304, -2.810], [-1.400, -0.942, -0.142], [0.054, -0.599, 0.128], [-1.695, 0.882, 2.716], [0.962, 0.339, -0.466], [-0.509, 0.240, -0.714], [-0.113, -0.364, 0.574], [-0.140, 0.146, 3.806], [0.170, 0.085, -1.474], [-0.992, -0.203, -0.809], [0.523, 2.330, 1.667], [-0.192, -0.287, -1.309], [0.765, -0.679, -0.388], [0.512, -0.698, -0.615], [-0.885, 0.351, 0.332], [0.198, 0.947, -0.550], [0.626, -0.713, -0.067], [-0.675, -0.699, 0.356], [-0.312, -0.108, -0.938], [-0.051, 0.882, 0.375], [0.143, 0.576, 0.820], [-0.318, -0.727, 0.799], [-0.533, 0.752, 1.184], [-0.725, 0.028, -0.126], [0.685, -0.398, 1.122], [1.045, -0.697, 0.015], [0.248, -1.178, -0.249], [-1.042, -0.326, 0.029], [-0.547, -0.223, -0.082], [0.050, -0.358, -0.084], [0.020, 1.153, -0.149], [0.935, 0.649, -0.758], [0.121, 0.665, -1.009], [-0.650, -0.773, -0.696], [-0.721, 0.609, -0.737], [-0.792, -0.768, 0.251], [1.133, 0.051, 0.058], [-0.240, -0.354, 1.096], [-0.023, -0.310, 0.565], [0.285, 0.266, 0.186], [0.369, -0.088, -0.464], [0.099, 0.251, -0.396], [0.968, -0.650, 0.619], [-0.375, 0.136, 1.416], [-0.270, 0.548, 0.029], [0.526, -0.771, 0.242], [-0.473, 0.831, 0.364], [0.861, 0.569, -0.277], [0.194, 0.307, -1.118], [0.829, -0.507, 0.119], [-0.214, -1.271, -0.500], [-0.129, 0.123, 0.169], [-0.197, 0.167, -0.252], [0.051, -0.031, 0.471], [0.402, 0.077, -0.330], [-0.167, -0.159, 0.109], [-0.065, -0.172, 0.029], [-0.123, -0.106, 0.035], [-0.011, -0.175, 0.021], [-0.087, -0.224, 0.116], [-0.275, 0.042, -0.301], [-0.006, 0.033, -0.078], [-0.010, -0.075, -0.045], [0.036, 0.021, 0.025], [0.089, -0.063, -0.040], [0.074, -0.214, 0.057], [-0.122, -0.129, -0.012], [-0.078, -0.066, 0.103], [0.007, 0.112, 0.117], [-0.043, 0.172, 0.030], [0.230, 0.067, 0.042], [0.007, -0.045, -0.059], [0.062, 0.050, -0.040], [0.013, -0.005, 0.013], [-0.023, 0.026, -0.029], [0.117, 0.202, 0.056], [0.143, 0.112, -0.174], [0.131, 0.033, 0.037], [0.027, -0.055, -0.050], [-0.081, 0.003, 0.018], [0.046, 0.050, -0.042]]}



Number 1: maximum force 4.47 eV Å⁻¹. Number 2: maximum force 7.34 eV Å⁻¹. Number 3: maximum force 3.81 eV Å⁻¹.